(1)
{
  "formula": "BrI2P",
  "method": "ωB97M-V/def2-TZVPD",
  "species": ["P", "Br", "I", "I"],
  "positions_angstrom": [[0.1492, -0.9281, -0.2389], [0.6971, 1.1203, 0.4458], [-3.1525, 1.6064, -0.1566], [2.3061, -1.7985, -0.0503]],
  "forces_ev_per_angstrom": [[-0.4802, 0.6090, 0.0750], [-0.5170, 0.2164, -0.0417], [0.1142, -0.0229, 0.0154], [0.8830, -0.8025, -0.0487]],
  "orbital_gap_ev": [8.1454, 5.2273],
  "relative_energy_kcal_mol": 48.7,
  "homo_energy_ev": [-9.92, -8.46],
  "e_tot_ev": -95531.9426,
  "e_lumo_ev": [-1.8, -3.2],
  "multiplicity": 1
}

=====

(2)
{
  "formula": "C7H11N2S2",
  "method": "ωB97M-V/def2-TZVPD",
  "species": ["C", "C", "C", "C", "C", "C", "C", "N", "N", "S", "S", "H", "H", "H", "H", "H", "H", "H", "H", "H", "H", "H"],
  "positions_angstrom": [[-2.1058, -0.9696, -2.0258], [-1.3766, -2.0837, -2.4693], [-1.5786, 0.1175, -1.3178], [-0.1292, -2.1304, -1.9675], [-0.3345, -0.1538, -0.8558], [0.6381, 0.0717, 1.4436], [0.4467, 0.6884, 0.1103], [0.3792, -1.2505, -1.1441], [1.6329, 0.8949, 2.0763], [-0.5491, 2.3392, 0.3841], [2.1537, 1.1241, -0.6313], [-3.0998, -0.7837, -2.5464], [-1.8514, -2.9591, -3.0306], [-2.2257, 0.8692, -1.0673], [0.5178, -3.0427, -1.9454], [-0.1716, 0.0220, 2.0614], [0.8665, -0.9647, 1.2731], [1.1327, 1.7209, 2.3472], [2.3915, 1.1238, 1.3869], [1.8585, 0.3947, 2.9160], [-0.1311, 2.7575, -0.7025], [2.5013, -0.1496, -0.7207]],
  "forces_ev_per_angstrom": [[-1.8990, 0.6123, -3.2619], [-2.7291, -0.2235, -0.1987], [0.0942, -3.6750, -0.9062], [2.6058, -2.9453, 1.3095], [2.0627, -0.1483, 0.8497], [1.0506, -0.7279, -2.3864], [-1.3027, 2.6763, -1.4386], [-0.2375, 1.2660, 0.3354], [0.1842, -0.8165, 1.7594], [0.2895, -2.3245, 2.9305], [-1.2005, 0.4829, 0.0805], [1.0095, -0.5382, 1.1913], [0.8172, 1.6490, 0.7201], [-0.9793, 2.0055, 0.5847], [-0.7128, 0.6454, -0.9956], [-2.6802, 0.3421, 1.4074], [1.1590, -0.4521, 0.1296], [0.0628, 1.1591, 0.1536], [0.0771, -0.1044, 0.3098], [1.1835, 0.1037, 0.7422], [1.0314, 1.6005, -3.0983], [0.1136, -0.5870, -0.2181]],
  "orbital_gap_ev": 10.0387,
  "smiles": "[NH3+]CC(S)(S)c1ccccn1",
  "relative_energy_kcal_mol": 30.9,
  "homo_energy_ev": -13.20,
  "e_tot_ev": -32079.9946,
  "e_lumo_ev": -3.2,
  "charge": 1,
  "multiplicity": 1
}

=====

(3)
{
  "formula": "C3H13NO2S2",
  "method": "ωB97M-V/def2-TZVPD",
  "species": ["S", "S", "C", "C", "C", "N", "H", "H", "H", "H", "H", "H", "H", "H", "H", "H", "H", "O", "H", "H", "O"],
  "positions_angstrom": [[-3.0857, -0.1066, 0.6837], [-1.2275, -0.8338, 1.1207], [-0.1707, 0.4504, 1.8367], [0.0570, 1.5785, 0.8653], [1.0769, 1.2907, -0.3266], [0.4030, 0.8418, -1.5093], [-3.3496, 0.5246, 1.8226], [-0.7182, 0.7247, 2.7688], [0.8413, -0.0623, 2.0294], [-0.9920, 1.9101, 0.4342], [0.5860, 2.4335, 1.2877], [1.8113, 2.0389, -0.4274], [1.7422, 0.4101, 0.0735], [-0.3198, 0.1974, -1.3540], [0.0556, 1.6453, -2.1169], [0.7427, -0.9229, -2.3709], [-0.7653, -1.4865, -2.2788], [0.1813, -1.7184, -2.4993], [1.6191, -2.5176, -0.2528], [0.4366, -3.4769, -0.1522], [1.0760, -2.9208, 0.3656]],
  "forces_ev_per_angstrom": [[-1.1413, 1.0519, -0.8884], [1.4949, -1.9282, 0.2787], [0.6364, -0.3413, 0.1142], [-0.2740, 1.6269, -1.6296], [-1.3038, -3.8232, 2.7442], [1.4451, 2.8006, -2.8483], [-0.3028, 0.0607, 0.5709], [0.9301, 0.1632, -0.5371], [-1.5908, 0.5501, 0.1262], [2.1320, -0.3688, 0.7521], [-0.6812, 0.2763, 0.8987], [0.3091, 1.3479, -0.7717], [-1.0697, 1.1488, -0.7033], [-1.1703, -0.4391, 0.8423], [0.4623, -1.5769, 1.3128], [-0.8773, -0.1670, 0.0102], [1.7794, -0.1983, -0.2851], [-0.9200, -0.1725, -0.0057], [1.3701, 1.1780, -2.0619], [0.9458, 1.1010, 0.6436], [-2.1739, -2.2901, 1.4372]],
  "orbital_gap_ev": [2.5590, 7.7446],
  "relative_energy_kcal_mol": 52.6,
  "homo_energy_ev": [0.50, -4.71],
  "e_tot_ev": -30575.7556,
  "e_lumo_ev": [3.1, 3.0],
  "charge": -1,
  "multiplicity": 2
}

=====

(4)
{
  "formula": "C6H9ErO4",
  "method": "ωB97M-V/def2-TZVPD",
  "species": ["O", "C", "C", "H", "H", "H", "O", "C", "O", "Er", "O", "C", "H", "C", "H", "H", "C", "H", "H", "H"],
  "positions_angstrom": [[1.8754, 3.5214, 0.4503], [1.9872, 2.3970, -0.3743], [1.7301, 2.4519, -1.6775], [2.3608, 1.5183, 0.1553], [1.8906, 1.5573, -2.2800], [1.4015, 3.3724, -2.1625], [-0.9373, -2.2805, -0.8041], [-0.9675, -0.9710, -0.7296], [-1.1884, -0.3711, -1.8203], [-0.9950, 1.5761, -0.4913], [-0.3113, 3.1964, 0.7994], [0.7546, 3.7247, 1.0915], [0.8283, 4.5396, 1.8222], [-0.5592, -3.0144, 0.3720], [0.1605, -3.7706, 0.0338], [-0.0500, -2.3285, 1.0622], [-1.7696, -3.6550, 1.0120], [-2.4780, -2.8917, 1.3619], [-2.2820, -4.3190, 0.3026], [-1.4505, -4.2531, 1.8763]],
  "forces_ev_per_angstrom": [[-0.3322, -0.1790, 0.6737], [-0.3222, -0.4889, -0.0834], [-0.4846, -0.1359, -0.0985], [0.0938, 0.2233, -0.0757], [0.0963, 0.2122, 0.0269], [0.2153, -0.1030, 0.0230], [-0.0094, 2.2161, 0.0953], [0.0401, -0.0384, -0.7109], [0.0902, 2.0217, 0.7295], [-0.3111, -3.8081, -1.2122], [-0.4099, -0.9150, 0.0073], [1.2199, 1.8064, -0.2122], [0.0090, -0.2914, 0.0486], [0.3820, -0.7215, 1.0691], [-0.2145, 0.2870, -0.0105], [-0.0900, -0.1670, -0.1634], [-0.1751, -0.0697, -0.0117], [0.1404, -0.2096, -0.0653], [0.1447, 0.1936, 0.2168], [-0.0828, 0.1673, -0.2464]],
  "orbital_gap_ev": [7.2565, 6.7670],
  "relative_energy_kcal_mol": 0.0,
  "homo_energy_ev": [-16.84, -16.77],
  "e_tot_ev": -42159.3206,
  "e_lumo_ev": [-9.6, -10.0],
  "charge": 2,
  "multiplicity": 4
}

=====

(5)
{
  "formula": "C4H4Cl4F18NO4P2S2V",
  "method": "ωB97M-V/def2-TZVPD",
  "species": ["V", "P", "F", "F", "F", "F", "F", "F", "P", "F", "F", "F", "F", "F", "F", "C", "F", "F", "F", "S", "O", "O", "N", "S", "O", "O", "C", "F", "F", "F", "C", "Cl", "Cl", "H", "H", "C", "Cl", "Cl", "H", "H"],
  "positions_angstrom": [[22.5893, -22.2217, 27.5568], [20.5002, -23.1550, 25.8574], [19.4574, -24.3403, 26.0655], [20.3019, -22.6048, 27.3704], [21.6879, -23.9919, 26.5982], [21.6139, -21.9766, 25.7314], [20.9807, -23.7466, 24.4236], [19.3980, -22.1349, 25.3003], [23.0540, -22.8965, 30.2760], [21.9719, -22.6210, 31.4353], [22.7977, -21.3968, 29.6124], [24.2782, -22.2843, 31.1699], [24.0444, -23.0427, 28.9933], [23.4100, -24.4036, 30.8008], [21.8153, -23.5140, 29.3322], [28.8530, -21.0723, 28.7499], [29.3800, -20.7335, 29.9046], [28.7668, -19.9507, 28.0001], [29.6167, -22.0100, 28.0915], [27.0732, -21.8148, 28.9019], [26.8054, -22.7734, 27.8230], [27.0132, -22.3468, 30.2405], [25.9496, -20.4947, 29.1768], [25.4975, -20.0614, 27.7080], [26.5251, -20.1590, 26.6673], [24.2457, -20.7575, 27.3794], [25.1134, -18.2293, 28.0543], [24.3261, -18.0741, 29.1080], [26.2098, -17.5545, 28.2126], [24.4532, -17.7484, 26.9805], [20.3554, -18.0789, 27.5785], [21.4609, -19.4723, 27.3647], [21.1747, -16.5362, 27.2850], [19.4790, -18.2241, 26.9469], [19.9806, -18.0452, 28.6015], [24.6503, -25.2650, 24.8480], [23.1217, -26.0580, 24.3253], [24.3971, -23.7610, 25.7574], [25.2851, -25.9748, 25.3784], [25.0809, -24.9714, 23.8907]],
  "forces_ev_per_angstrom": [[1.6206, 0.4563, 0.8213], [-1.4105, -1.3888, -1.2028], [0.2905, 0.5335, -0.0496], [-1.3446, 0.8169, 0.8294], [0.9027, -1.4469, -0.2147], [0.9967, 1.4760, -0.8952], [-0.7854, 0.8445, 0.9478], [0.4468, -0.7514, -0.1042], [1.1108, -0.8328, 3.4499], [0.6360, -0.0796, -0.6613], [-1.1369, 0.2163, -0.0409], [-1.5094, -0.5228, -0.9109], [0.0418, -0.9431, -0.8188], [-0.5590, 1.3519, -0.7017], [0.7661, 0.4871, 0.1946], [-0.9612, -0.0387, -1.9515], [0.0261, -0.5580, -0.0260], [0.6519, -0.8063, 0.3988], [-0.6174, 1.3246, 1.0730], [-2.4626, -0.9476, 2.5915], [0.8384, 2.1712, 0.9632], [1.2970, -0.2913, -0.4566], [2.2506, -1.0954, -2.7277], [1.1057, -0.9667, 0.1415], [-1.7112, 0.9357, 0.9140], [-0.7325, 0.5464, -0.7610], [-1.4360, -1.1117, -1.1812], [0.0728, -0.1857, 0.1892], [0.9757, 0.4002, 0.2009], [0.2021, -0.0046, 0.1083], [-0.3485, -0.2541, 0.4953], [-0.4052, 0.8822, 0.0632], [-0.2122, -0.2445, -0.1728], [0.4537, 0.1931, -0.3430], [0.4188, -0.2143, -0.0242], [-0.4991, 0.0657, -1.0349], [0.3987, 0.0197, 0.4972], [0.6659, -0.3341, -0.1660], [-0.3148, 0.2870, 0.1580], [0.2771, 0.0101, 0.4079]],
  "orbital_gap_ev": [9.4469, 9.6444],
  "relative_energy_kcal_mol": 46.9,
  "homo_energy_ev": [-7.19, -7.40],
  "e_tot_ev": -178846.6443,
  "e_lumo_ev": [2.3, 2.2],
  "charge": -1,
  "multiplicity": 4
}

=====

(6)
{
  "formula": "C38H59Br7N4O4S2",
  "method": "ωB97M-V/def2-TZVPD",
  "species": ["C", "C", "O", "N", "C", "C", "C", "C", "C", "C", "C", "C", "C", "N", "O", "C", "C", "C", "C", "O", "O", "C", "N", "Br", "C", "C", "C", "S", "C", "S", "N", "C", "C", "C", "C", "C", "C", "C", "C", "C", "C", "C", "C", "H", "H", "H", "H", "H", "H", "H", "H", "H", "H", "H", "H", "H", "H", "H", "H", "H", "H", "H", "H", "H", "H", "H", "H", "H", "H", "H", "H", "H", "H", "H", "H", "H", "H", "H", "H", "H", "H", "H", "H", "H", "H", "H", "H", "H", "H", "H", "Br", "C", "C", "Br", "H", "H", "H", "H", "Br", "C", "C", "Br", "H", "H", "H", "H", "Br", "C", "C", "Br", "H", "H", "H", "H"],
  "positions_angstrom": [[-1.6266, 4.9667, -1.3386], [-2.8129, 4.8641, -2.3873], [-2.4815, 4.6137, -3.5290], [-4.1806, 5.0993, -2.0170], [-4.3000, 5.8044, -0.7246], [-5.0160, 3.8796, -2.0920], [-5.0130, 2.9802, -0.7898], [-5.3477, 1.4542, -1.0351], [-4.9124, 0.6496, 0.2529], [-3.8953, -0.5508, 0.0199], [-4.7788, -1.8728, -0.1581], [-3.8009, -3.0827, 0.2090], [-3.7485, -3.3164, 1.7754], [-2.4540, -3.9231, 2.1992], [-3.0940, -0.4773, -1.1583], [-2.0983, 0.5412, -1.1104], [-1.0226, 0.3753, 0.0371], [-1.1001, 1.5368, 1.0945], [-0.9281, 1.0203, 2.5683], [-1.4241, 0.0070, 3.0029], [-0.1899, 1.8098, 3.4377], [-1.4849, 0.6456, -2.5791], [-2.5411, 1.2740, -3.4206], [0.0389, 1.9268, -2.6740], [-1.1920, -0.7387, -3.2499], [-0.2371, -1.7124, -2.4569], [1.3231, -1.4200, -2.6273], [2.1047, -1.6278, -0.9637], [3.2970, -0.2483, -0.6421], [2.6713, 1.2339, -0.3524], [4.7036, -0.6251, -0.6380], [5.2469, -0.7978, 0.6929], [4.6172, -1.8599, 1.5188], [5.0180, -2.1719, 2.8711], [6.1044, -1.3948, 3.4890], [6.7403, -0.3701, 2.6783], [6.3505, -0.0570, 1.2907], [5.5327, 0.1642, -1.5268], [6.1756, -0.5666, -2.6404], [7.0038, 0.1429, -3.6171], [7.2409, 1.5942, -3.5086], [6.6207, 2.3426, -2.4013], [5.7833, 1.5958, -1.4620], [-0.6444, 4.7737, -1.8422], [-1.5702, 6.0328, -0.9677], [-1.7983, 4.3088, -0.4443], [-3.8269, 5.2736, 0.1473], [-3.7333, 6.7749, -0.8300], [-5.3545, 6.0637, -0.4584], [-6.0809, 4.2394, -2.2343], [-4.7816, 3.2732, -3.0081], [-5.8038, 3.4075, -0.1029], [-4.0270, 3.1252, -0.2546], [-4.9687, 1.0423, -2.0014], [-6.4772, 1.3976, -1.0814], [-4.3909, 1.3811, 0.9429], [-5.7851, 0.2482, 0.8457], [-3.3280, -0.7001, 0.9752], [-5.5962, -1.8592, 0.6156], [-5.1559, -1.9376, -1.2081], [-4.0532, -4.0182, -0.3529], [-2.7387, -2.8099, -0.0705], [-4.5696, -4.0136, 2.1040], [-3.8499, -2.3562, 2.3510], [-2.2811, -4.7501, 1.6222], [-2.5210, -4.2799, 3.1573], [-2.5983, 1.5446, -0.9287], [-0.0023, 0.2224, -0.3994], [-1.2499, -0.5777, 0.6037], [-2.1328, 2.0004, 1.0753], [-0.3821, 2.3737, 0.9050], [-0.1225, 1.3046, 4.2697], [-2.8685, 2.1315, -2.9753], [-3.3078, 0.6016, -3.5377], [-2.1363, -1.3178, -3.4626], [-0.7095, -0.5320, -4.2447], [-0.3963, -2.7372, -2.9071], [-0.4662, -1.8220, -1.3681], [1.5553, -0.4589, -3.1458], [1.7567, -2.2347, -3.2769], [3.7930, -2.4611, 1.0619], [4.5237, -2.9837, 3.4640], [6.3929, -1.6094, 4.5412], [7.5647, 0.2040, 3.1742], [6.8823, 0.7253, 0.7137], [5.9765, -1.6655, -2.7223], [7.4672, -0.3953, -4.4785], [7.8778, 2.1108, -4.2641], [6.7497, 3.4487, -2.2959], [5.2953, 2.1834, -0.6423], [1.9072, -5.3647, 3.2455], [2.7962, -6.5384, 4.5209], [3.1051, -5.8155, 5.8064], [4.6454, -4.6415, 5.6040], [3.6819, -6.9318, 4.0269], [2.0924, -7.3514, 4.6983], [3.3869, -6.5224, 6.5865], [2.2813, -5.1999, 6.1610], [-8.7607, 4.8732, 0.6353], [-9.1803, 3.3373, -0.4867], [-9.8584, 2.2464, 0.3032], [-8.5791, 1.2685, 1.3984], [-8.2471, 3.0165, -0.9462], [-9.8469, 3.7226, -1.2579], [-10.2894, 1.5014, -0.3652], [-10.6314, 2.6165, 0.9730], [9.8972, -3.0396, 2.9738], [9.8757, -3.5147, 1.0842], [9.9356, -2.2889, 0.2103], [8.2053, -1.3838, 0.1463], [8.9840, -4.1160, 0.9183], [10.7598, -4.1348, 0.9373], [10.1543, -2.5647, -0.8221], [10.6658, -1.5563, 0.5477]],
  "forces_ev_per_angstrom": [[-0.5859, 1.0688, 0.1403], [1.5901, 0.1171, -0.2020], [-0.9819, -0.1791, 0.6294], [1.0099, -0.7825, 0.9764], [0.5709, 0.9914, 0.4217], [-1.4994, -0.3400, -0.1445], [0.0018, 0.4213, -0.3873], [-1.0150, 0.5308, 1.0087], [1.1377, 0.4131, 0.1427], [-2.7050, -0.9988, 0.2410], [1.8816, -0.2737, 0.8168], [0.2842, 0.4116, 0.4422], [-0.2172, -0.5712, 0.0871], [-0.2640, -0.1948, -0.3965], [0.4508, 0.5501, 0.7501], [1.3925, 1.1208, 0.3077], [-0.5440, -0.9018, 0.5034], [0.1413, 0.2993, 0.6020], [0.1489, -0.0442, 0.5814], [0.0892, 0.4163, -0.7445], [-0.3750, -0.3102, -1.2917], [-2.5292, -0.4296, -0.4940], [0.6985, -0.5872, 0.1210], [-0.5680, -0.6551, 0.2155], [1.1191, -0.3020, 0.1885], [0.3786, -0.4938, -0.6763], [-0.3585, -0.4172, -0.6513], [0.8366, 0.2077, -0.0161], [-0.9455, 0.3001, -0.3229], [0.7920, -1.0212, -0.1240], [0.3250, 1.2806, 0.5501], [0.2684, -1.0225, 3.1390], [0.9063, 0.5460, 0.5005], [1.0419, 1.6507, -0.9288], [-0.8931, 0.4477, -2.6372], [-1.2415, -0.7169, 0.2506], [-2.2474, -0.8758, 1.4683], [2.0824, 0.8246, -3.1228], [-0.0212, 1.9816, 0.2105], [-0.7094, 1.2853, 1.4390], [-1.4195, -1.0217, 1.7178], [-0.2007, -2.8342, -0.7882], [0.2826, 0.0741, -0.2912], [-1.2228, -0.1636, 0.3780], [-0.1320, -1.0885, -0.1849], [0.2455, 0.5163, -0.8423], [-0.5749, 0.2998, -0.7264], [-0.7394, -0.9151, 0.1647], [0.7635, -0.4304, -0.4830], [1.0340, -0.3860, -0.0050], [0.1080, 0.7501, 0.8134], [0.9258, -0.5418, -0.4602], [-0.8933, -0.4254, -0.6030], [0.0310, 0.3523, 0.9282], [1.1214, -0.0606, -0.1936], [-0.6559, -0.6679, -0.6311], [0.9084, 0.4623, -0.8009], [-0.0074, 0.2911, -0.9558], [0.5654, -0.0008, -1.0475], [0.1305, 0.0821, 0.9317], [0.1081, 0.6679, 0.6479], [-1.1312, -0.2031, 0.0265], [0.2344, 0.8816, -0.4641], [-0.0210, -0.7394, -0.7122], [-0.0073, 0.2822, 0.1613], [-0.0285, 0.3215, -0.3991], [0.4143, -0.9472, -0.2958], [-0.8259, 0.4946, 0.5572], [0.2101, 0.9092, -0.6553], [0.9715, -0.5107, 0.0591], [-0.4813, -0.7790, 0.0902], [-0.2072, 0.1310, -0.3697], [0.0110, -0.2732, -0.3054], [0.3478, 0.4607, 0.2171], [0.7124, 0.9857, 0.4415], [-0.5405, -0.1153, 0.8553], [0.0496, 1.0270, 0.5425], [-0.0857, 0.3141, -0.9391], [-0.2332, -0.5736, 0.8467], [-0.3292, 0.8926, 0.7305], [0.8414, 0.6008, 0.3968], [0.4242, 0.9386, -0.9077], [-0.0640, 0.3457, -1.0259], [-0.7871, -0.5093, -0.8242], [-0.6019, -0.5396, 0.7043], [0.3086, 1.1957, 0.0474], [-0.5163, 0.4045, 0.9605], [-0.6460, -0.5174, 0.7531], [-0.1301, -1.2716, -0.0652], [0.5229, -0.7136, -0.8650], [0.0979, -0.0098, -0.0014], [-0.3005, 0.0092, -0.1170], [0.2546, -0.0639, 0.1307], [-0.0690, -0.0550, 0.1235], [-0.0233, 0.0788, 0.1106], [0.0534, 0.0560, 0.0571], [-0.0282, -0.0023, -0.0836], [0.0320, -0.0637, -0.1193], [0.1153, -0.0722, -0.0504], [-0.1682, 0.2563, 0.0022], [0.1114, -0.2626, -0.0734], [-0.0602, 0.0696, 0.0388], [-0.0800, -0.0541, 0.0784], [0.0093, -0.0706, 0.0536], [0.0411, 0.0835, -0.0112], [0.1044, 0.0618, -0.0773], [-0.0910, -0.0266, -0.0325], [0.2466, -0.0321, 0.1230], [-0.2073, -0.0063, -0.5730], [1.6843, -1.0717, -0.4326], [0.0266, 0.1355, -0.0141], [-0.0427, 0.0584, -0.0086], [0.1023, -0.0967, 0.1067], [-0.0455, -0.1214, 0.0459]],
  "orbital_gap_ev": 7.2301,
  "relative_energy_kcal_mol": 0.0,
  "homo_energy_ev": -7.87,
  "e_tot_ev": -566476.7267,
  "e_lumo_ev": -0.6,
  "multiplicity": 1
}